(1)
Molecular formula: C4H12N2O5P
Method: DFT, the ωB97M-V functional and the def2-TZVPD basis

Geometry as XYZ:
```
24
C4H12N2O5P (the ωB97M-V functional and the def2-TZVPD basis)
C -2.469 -0.978 -1.116
C -1.032 -0.845 -0.615
C -0.740 1.659 0.314
C -0.785 0.134 0.594
N -0.566 -0.277 1.768
N 0.225 1.931 -0.726
O 4.150 -0.725 0.321
O 1.896 0.514 0.789
O 1.960 -2.069 0.379
O -0.533 -2.152 -0.208
O -0.324 2.184 1.665
P 2.752 -0.809 0.044
H -2.949 -0.094 -1.444
H -2.533 -1.621 -1.993
H -3.218 -1.436 -0.305
H -0.502 -0.283 -1.493
H -1.747 2.009 0.080
H 0.005 1.576 2.118
H -0.610 -1.333 1.808
H 0.966 1.233 -0.817
H 0.701 2.841 -0.519
H 2.472 1.124 1.097
H 0.506 -2.098 -0.221
H 2.371 -0.483 -1.520
```

As for the total charge: -1. As for the LUMO energy (spin up / spin down): 3.6 / 0.7 eV. Its total energy is -986.5823 Ha. The value obtained for the frontier orbital gap (spin up / spin down) is 5.211 / 6.783 eV. Its HOMO energy (spin up / spin down) is -1.60 / -6.12 eV. As for the expectation value of S²: 2.0062. Its spin multiplicity is 3. For the energy above the lowest of the compared OMol25 structures with the same formula, charge and spin, the calculation gives 44.21 kcal per mole.

(2)
Molecular formula: C4H12N2OP
Method: DFT, the ωB97M-V functional and the def2-TZVPD basis

Geometry as XYZ:
```
20
C4H12N2OP (the ωB97M-V functional and the def2-TZVPD basis)
C -0.624 0.016 -0.434
C 1.162 -0.524 1.387
C -2.995 -0.145 0.343
C 0.739 -0.383 -0.076
N -1.539 0.055 0.580
N 1.639 1.515 -0.640
O -0.924 0.290 -1.568
P 1.154 -1.570 -1.365
H 2.208 -0.496 1.403
H 0.924 -1.453 1.939
H 0.652 0.274 1.942
H -3.528 -0.115 1.344
H -3.249 0.803 -0.334
H -3.280 -1.157 -0.047
H -1.155 -0.323 1.492
H 1.085 2.338 -0.544
H 1.942 1.526 -1.613
H 2.484 1.661 0.024
H 0.789 -0.706 -2.545
H 2.516 -1.605 -1.289
```

As for the total charge: +1. As for the LUMO energy: -5.4 eV. Its total energy is -685.3814 Ha. The value obtained for the frontier orbital gap is 8.522 eV. Its HOMO energy is -13.91 eV. Its spin multiplicity is 1. For the energy above the lowest of the compared OMol25 structures with the same formula, charge and spin, the calculation gives 33.84 kcal per mole.

(3)
Molecular formula: C4H12N2OS
Method: DFT, the ωB97M-V functional and the def2-TZVPD basis

Geometry as XYZ:
```
20
C4H12N2OS (the ωB97M-V functional and the def2-TZVPD basis)
C 0.502 -0.276 0.521
N -0.028 0.926 1.189
C 0.883 1.626 1.986
O 1.921 2.331 1.245
C -0.569 -0.945 -0.333
C -0.827 -0.182 -1.650
S -2.473 -0.613 -2.368
N -0.118 -2.325 -0.585
H 0.820 -1.002 1.271
H 1.341 0.057 -0.102
H -0.667 1.448 0.617
H 0.418 2.340 2.656
H 1.443 0.950 2.625
H 1.662 3.238 1.087
H -1.527 -0.981 0.172
H -0.072 -0.466 -2.377
H -0.962 0.861 -1.470
H -2.267 -1.934 -2.474
H 0.883 -2.407 -0.497
H -0.363 -2.648 -1.515
```

Its structure (SMILES) is N[C@H](CS)CNCO. As for the total charge: 0. As for the LUMO energy: 0.8 eV. Its total energy is -742.5173 Ha. The value obtained for the frontier orbital gap is 9.933 eV. Its HOMO energy is -9.14 eV. Its spin multiplicity is 1. For the energy above the lowest of the compared OMol25 structures with the same formula, charge and spin, the calculation gives 27.47 kcal per mole.

(4)
Molecular formula: C4H12N2S
Method: DFT, the ωB97M-V functional and the def2-TZVPD basis

Geometry as XYZ:
```
19
C4H12N2S (the ωB97M-V functional and the def2-TZVPD basis)
N 1.268 1.171 1.597
C 0.871 0.525 0.343
C -0.417 -0.306 0.563
C -1.148 -0.682 -0.706
S -2.910 -0.297 -0.733
C 1.973 -0.336 -0.231
N 3.299 0.251 -0.288
H 2.268 1.288 1.649
H 0.763 2.034 1.726
H 0.597 1.313 -0.373
H -0.988 0.297 1.268
H -0.134 -1.179 1.164
H -1.008 -1.737 -0.942
H -0.804 -0.123 -1.581
H -3.336 -1.189 0.162
H 1.673 -0.628 -1.243
H 2.045 -1.231 0.399
H 3.870 0.066 0.521
H 3.310 1.227 -0.549
```

Its structure (SMILES) is NC[C@H](N)CCS. As for the total charge: 0. As for the LUMO energy: 1.0 eV. Its total energy is -667.2861 Ha. The value obtained for the frontier orbital gap is 9.982 eV. Its HOMO energy is -8.95 eV. Its spin multiplicity is 1. For the energy above the lowest of the compared OMol25 structures with the same formula, charge and spin, the calculation gives 5.51 kcal per mole.

(5)
Molecular formula: C4H12N2S
Method: DFT, the ωB97M-V functional and the def2-TZVPD basis

Geometry as XYZ:
```
19
C4H12N2S (the ωB97M-V functional and the def2-TZVPD basis)
C 1.267 -0.880 -0.873
C 1.003 -2.145 -1.271
N 1.825 -2.857 -2.069
N 0.135 0.017 -0.617
H 2.236 -0.491 -0.607
H 0.116 -2.669 -0.930
H 1.658 -3.846 -2.149
H 2.735 -2.522 -2.335
H 0.138 0.927 -1.079
H 0.000 0.196 0.404
H -0.766 -0.372 -0.901
C -0.894 2.525 1.504
C -1.585 1.164 1.497
S -2.921 1.046 2.690
H -0.675 2.802 2.530
H -1.558 3.271 1.071
H 0.026 2.565 0.890
H -0.827 0.383 1.766
H -1.913 0.886 0.478
```

As for the total charge: 0. As for the LUMO energy: -0.4 eV. Its total energy is -667.1519 Ha. The value obtained for the frontier orbital gap is 5.057 eV. Its HOMO energy is -5.42 eV. Its spin multiplicity is 1. For the energy above the lowest of the compared OMol25 structures with the same formula, charge and spin, the calculation gives 89.75 kcal per mole.

(6)
Molecular formula: C4H12N2S
Method: DFT, the ωB97M-V functional and the def2-TZVPD basis

Geometry as XYZ:
```
19
C4H12N2S (the ωB97M-V functional and the def2-TZVPD basis)
C -0.162 -0.181 1.336
N 0.744 0.672 0.625
C 1.694 0.052 -0.288
N 2.910 0.791 -0.461
C -1.112 -0.922 0.404
C -1.855 -0.021 -0.537
S -3.059 -0.989 -1.557
H -0.740 0.435 2.028
H 0.330 -0.925 1.988
H 1.145 1.436 1.140
H 1.939 -0.965 0.064
H 1.213 -0.066 -1.267
H 3.365 0.997 0.425
H 2.802 1.659 -0.971
H -1.763 -1.550 1.005
H -0.532 -1.647 -0.170
H -1.222 0.450 -1.274
H -2.429 0.776 -0.054
H -3.267 -0.002 -2.435
```

Its structure (SMILES) is NCNCCCS. As for the total charge: 0. As for the LUMO energy: 1.0 eV. Its total energy is -667.2826 Ha. The value obtained for the frontier orbital gap is 9.612 eV. Its HOMO energy is -8.63 eV. Its spin multiplicity is 1. For the energy above the lowest of the compared OMol25 structures with the same formula, charge and spin, the calculation gives 7.69 kcal per mole.

Please write out number 1 again, unchanged.
Molecular formula: C4H12N2O5P
Method: DFT, the ωB97M-V functional and the def2-TZVPD basis

Geometry as XYZ:
```
24
C4H12N2O5P (the ωB97M-V functional and the def2-TZVPD basis)
C -2.469 -0.978 -1.116
C -1.032 -0.845 -0.615
C -0.740 1.659 0.314
C -0.785 0.134 0.594
N -0.566 -0.277 1.768
N 0.225 1.931 -0.726
O 4.150 -0.725 0.321
O 1.896 0.514 0.789
O 1.960 -2.069 0.379
O -0.533 -2.152 -0.208
O -0.324 2.184 1.665
P 2.752 -0.809 0.044
H -2.949 -0.094 -1.444
H -2.533 -1.621 -1.993
H -3.218 -1.436 -0.305
H -0.502 -0.283 -1.493
H -1.747 2.009 0.080
H 0.005 1.576 2.118
H -0.610 -1.333 1.808
H 0.966 1.233 -0.817
H 0.701 2.841 -0.519
H 2.472 1.124 1.097
H 0.506 -2.098 -0.221
H 2.371 -0.483 -1.520
```

As for the total charge: -1. As for the LUMO energy (spin up / spin down): 3.6 / 0.7 eV. Its total energy is -986.5823 Ha. The value obtained for the frontier orbital gap (spin up / spin down) is 5.211 / 6.783 eV. Its HOMO energy (spin up / spin down) is -1.60 / -6.12 eV. As for the expectation value of S²: 2.0062. Its spin multiplicity is 3. For the energy above the lowest of the compared OMol25 structures with the same formula, charge and spin, the calculation gives 44.21 kcal per mole.

> Number 3 is which compound?

C4H12N2OS

> Number 6 is which compound?

C4H12N2S